Record 1
44
Properties=species:S:1:pos:R:3:forces:R:3 method="wB97M-V/def2-TZVPD" spin_multiplicity=6 s2=8.75 lumo_energy_ev="-7.6 / -7.6" total_charge=+1 energy_ev=-56423.376 orbital_gap_ev="4.455 / 4.446" homo_ev="-12.007 / -12.007"
Mn -10.88769 -8.65505 -25.53708 -2.2 -1.3 -0.5
C -13.90968 -11.32049 -25.80284 0.6 0.3 -0.6
C -12.86427 -10.24578 -25.68839 -0.1 -0.5 -0.6
O -12.68451 -9.58957 -24.62864 1.1 0.9 0.5
O -12.05498 -10.02621 -26.66166 0.8 0.6 0.4
H -13.56879 -12.00243 -26.58321 0.1 -0.3 0.3
H -14.84888 -10.94650 -26.21246 -0.1 0.4 0.4
H -14.02970 -11.77216 -24.82327 -0.3 -0.1 -0.1
C -11.48496 -12.64119 -22.36348 0.0 -0.1 -0.8
O -11.63146 -11.27395 -21.99870 -0.1 -0.1 0.2
H -10.45412 -12.86624 -22.65115 0.0 -0.1 0.3
H -11.80202 -13.28744 -21.55259 0.1 0.2 0.2
H -12.11267 -12.89826 -23.22798 -0.1 0.1 0.1
H -11.39984 -10.74215 -22.76180 -0.1 0.0 0.0
C -15.86258 -7.93691 -26.03143 0.0 1.2 -0.4
O -16.13678 -7.06429 -27.13434 0.1 -0.4 0.1
H -15.02975 -8.60265 -26.28274 -0.2 -0.2 0.1
H -15.58720 -7.32885 -25.16593 0.0 -0.3 0.2
H -16.78917 -8.45682 -25.81007 0.2 -0.3 0.0
H -15.45224 -6.39048 -27.15397 0.0 0.0 -0.1
C -13.72533 -8.32715 -29.59665 -0.1 0.0 0.2
O -12.88054 -7.99868 -28.46623 -0.3 -0.2 0.1
H -13.88935 -9.40777 -29.62874 0.3 0.0 -0.3
H -14.72828 -7.90319 -29.50756 0.2 0.4 0.2
H -13.22913 -7.95529 -30.48928 -0.1 -0.2 -0.1
H -12.78999 -8.83121 -27.99704 0.1 0.0 0.0
C -16.82274 -12.60529 -28.49310 -0.1 0.5 0.8
O -16.76094 -12.44366 -29.89281 0.1 -0.3 -0.2
H -17.02020 -13.63604 -28.20425 0.1 -0.1 -0.4
H -15.88468 -12.30069 -28.01180 0.0 0.0 -0.1
H -17.62095 -12.00449 -28.04776 0.0 0.0 -0.1
H -17.03843 -11.55638 -30.13374 0.0 0.0 0.0
C -13.37226 -13.10973 -29.78909 -0.5 0.2 0.3
O -14.18013 -13.09002 -30.94746 0.2 0.0 0.2
H -13.85369 -13.70128 -28.99953 0.2 -0.1 0.0
H -12.39060 -13.52537 -30.00060 -0.1 -0.1 -0.2
H -13.22878 -12.09510 -29.38204 0.1 0.0 -0.1
H -15.08371 -12.90306 -30.64299 0.0 0.0 -0.3
C -14.45182 -8.70293 -21.82282 -0.4 -0.3 -0.1
O -15.15697 -9.27881 -22.94072 0.6 0.2 0.4
H -14.26822 -7.63895 -21.99204 0.2 0.0 0.0
H -15.05319 -8.80044 -20.92163 -0.2 0.0 -0.1
H -13.53019 -9.26503 -21.65595 0.1 0.2 0.1
H -14.43058 -9.44742 -23.54917 -0.3 -0.1 -0.2

---

Record 2
144
Properties=species:S:1:pos:R:3:forces:R:3 method="wB97M-V/def2-TZVPD" lumo_energy_ev=-4.2 total_charge=+1 energy_ev=-149755.798 orbital_gap_ev=6.958 homo_ev=-11.165
C 2.65858 7.33670 -0.99283 -0.3 -0.1 0.2
C 1.43453 6.48960 -1.37587 0.4 0.4 -0.4
C 1.74730 5.18024 -2.10766 0.0 -0.1 0.4
C 1.40376 3.91186 -1.34989 -0.6 0.1 -0.5
O 1.74564 3.91907 0.08283 1.0 0.3 -0.2
C 2.30427 2.80384 0.53187 -0.6 -0.1 0.2
C 1.49569 1.74108 0.89776 0.5 -0.5 0.2
C 0.03389 1.83101 0.72940 -0.3 0.2 -0.1
Cl -0.80424 2.49402 2.08646 0.1 0.1 0.0
C -0.58739 1.42538 -0.37414 0.0 -0.3 0.1
C 0.06974 0.75936 -1.52990 0.2 0.1 -0.1
Cl -2.28524 1.57735 -0.53504 -0.2 0.0 0.0
C 2.07653 0.59193 1.43861 0.3 0.2 -0.1
C 1.15208 -0.51883 1.78871 -0.3 -0.7 0.1
C 0.50356 -0.54046 3.01763 0.3 0.3 0.1
C -0.38154 -1.56274 3.32106 0.2 0.0 -0.4
N -0.65314 -2.55424 2.47594 0.1 0.2 -0.2
C -0.04560 -2.52237 1.28739 0.2 0.2 -0.1
C 0.86447 -1.54365 0.88572 -0.3 0.1 0.6
C 3.48275 0.54997 1.60084 -0.1 0.6 -0.5
S 4.07504 -0.97108 2.34016 -1.1 -0.3 0.4
O 3.74429 -2.05569 1.49783 0.1 0.1 -0.2
O 3.67456 -0.92789 3.70110 0.3 0.1 -0.1
F 5.60651 -0.84739 2.30012 0.5 0.0 0.1
C 4.27547 1.64470 1.22479 -0.2 -0.2 0.2
C 5.76333 1.65932 1.42965 -0.1 0.0 0.1
C 6.14400 1.84207 2.92395 0.3 0.0 -0.6
C 7.52494 1.25806 3.26025 -0.2 -0.1 -0.3
O 7.52690 0.33248 4.32244 0.1 -0.1 0.1
N 3.65393 2.74971 0.69737 0.0 -0.4 -0.2
C 4.41738 3.95752 0.35797 0.1 0.1 0.2
C 4.54625 4.91049 1.54391 -0.7 -1.4 0.1
O 4.90866 6.00703 1.40651 0.8 2.1 -0.5
O 4.27658 4.36293 2.75724 -0.4 -0.5 0.2
H 3.57814 6.76567 -0.95435 0.3 -0.2 0.0
H 2.50775 7.77535 -0.01221 0.1 0.1 0.1
H 2.80881 8.15586 -1.68761 0.1 0.0 -0.2
H 0.80469 6.33407 -0.50576 -0.1 -0.3 0.1
H 0.84086 7.07544 -2.06728 -0.2 0.1 0.2
H 2.76432 5.15456 -2.49688 0.2 0.1 0.1
H 1.09930 5.13354 -2.98128 0.0 -0.2 -0.2
H 0.32705 3.78674 -1.39677 -0.2 -0.1 0.2
H 1.85503 3.03673 -1.81264 0.1 -0.1 0.0
H -0.34791 -0.22542 -1.70768 -0.2 -0.1 0.0
H -0.10511 1.33062 -2.43827 0.0 0.1 -0.2
H 1.14210 0.63697 -1.39839 0.1 0.1 0.1
H 0.69550 0.22969 3.74824 0.0 0.1 0.1
H -0.88367 -1.55652 4.27590 -0.1 -0.1 0.1
H -0.28758 -3.31714 0.59576 -0.1 -0.2 0.0
H 1.33030 -1.58710 -0.08483 0.1 -0.1 -0.1
H 6.14615 0.73147 1.02559 0.1 -0.1 0.0
H 6.24523 2.43972 0.86070 0.1 0.0 -0.1
H 5.36922 1.41525 3.54971 -0.1 0.0 0.3
H 6.17099 2.90445 3.11014 -0.3 0.2 0.3
H 7.92873 0.76475 2.37075 0.1 -0.1 0.0
H 8.20761 2.06898 3.49593 0.1 0.1 0.2
H 6.62976 0.18467 4.62669 -0.1 0.0 0.1
H 3.95053 4.49865 -0.44932 -0.3 0.0 -0.1
H 5.41040 3.69520 0.02747 0.0 0.0 -0.1
H 3.34602 4.47805 2.99310 0.0 0.1 0.2
C -2.39513 5.44739 -3.75849 0.0 0.0 0.0
C -2.83101 4.83933 -4.85734 0.0 -0.1 0.0
C -2.52656 5.38193 -6.20626 0.0 0.0 0.0
O -2.91933 4.82634 -7.20902 0.0 -0.1 0.0
C -1.71853 6.62715 -6.28064 0.0 0.0 0.0
C -1.27930 7.23044 -5.17888 0.0 0.0 0.0
C -1.58331 6.68475 -3.83351 0.0 0.0 0.1
O -1.16803 7.21700 -2.82272 -0.1 0.0 -0.1
H -2.60295 5.06855 -2.76528 0.0 0.0 0.0
H -3.41619 3.92856 -4.82038 0.0 0.0 0.0
H -1.50898 7.00412 -7.27353 0.0 0.0 0.0
H -0.68542 8.13528 -5.20820 0.0 0.0 0.0
C -1.33885 -3.44654 -2.69297 0.0 0.0 0.0
C -1.95208 -4.60621 -2.91575 0.0 0.1 0.0
C -2.06562 -5.16217 -4.28825 0.0 0.0 0.0
O -2.62505 -6.21509 -4.49800 0.0 0.0 0.1
C -1.47152 -4.37876 -5.40041 0.0 0.0 -0.1
C -0.86050 -3.21973 -5.17437 0.0 0.0 0.0
C -0.74509 -2.66532 -3.80422 0.0 0.0 -0.1
O -0.18474 -1.60197 -3.61170 0.0 -0.1 0.1
H -1.25178 -3.02078 -1.70066 -0.1 0.0 0.0
H -2.39674 -5.19056 -2.12173 0.0 0.0 0.0
H -1.56830 -4.80505 -6.39136 0.0 0.0 0.0
H -0.42130 -2.63012 -5.96903 0.0 0.0 0.0
C -5.93164 -2.56335 0.45639 0.0 0.0 0.0
C -6.78280 -2.05676 1.34505 0.0 0.0 0.0
C -6.32452 -1.63723 2.69508 0.0 0.0 0.0
O -7.09668 -1.17836 3.50967 0.0 0.0 0.0
C -4.88619 -1.80551 3.01093 0.0 0.0 0.0
C -4.03760 -2.31562 2.12401 0.0 0.0 0.1
C -4.49110 -2.72959 0.77804 -0.1 0.1 0.1
O -3.71199 -3.18155 -0.03509 0.1 -0.1 -0.2
H -6.24173 -2.87518 -0.53307 0.0 0.0 0.0
H -7.83648 -1.92655 1.13338 0.0 0.0 0.0
H -4.56729 -1.49306 3.99733 0.0 0.1 0.0
H -2.98557 -2.44326 2.34448 0.0 -0.1 -0.1
C -4.61018 -0.42347 -5.29900 0.0 0.0 0.0
C -5.04086 -1.04283 -6.39451 0.0 0.0 0.0
C -4.74221 -0.50887 -7.74964 0.0 0.0 0.0
O -5.13451 -1.07204 -8.74572 0.0 0.0 0.0
C -3.94339 0.74123 -7.83205 0.0 0.0 0.0
C -3.51289 1.35851 -6.73537 0.0 0.0 0.0
C -3.81291 0.82383 -5.38540 0.0 0.0 0.0
O -3.41838 1.38739 -4.38233 0.0 0.0 0.0
H -4.81716 -0.79243 -4.30236 0.0 0.0 0.0
H -5.62409 -1.95404 -6.35716 0.0 0.0 0.0
H -3.73732 1.11366 -8.82731 0.0 0.0 0.0
H -2.93355 2.27234 -6.77570 0.0 0.0 0.0
C 6.50419 2.70655 7.92792 0.0 0.0 0.0
C 6.24767 2.43733 9.20523 0.0 0.0 0.0
C 4.99640 1.74642 9.61065 0.0 0.0 0.0
O 4.75741 1.50096 10.76985 0.0 0.0 0.0
C 4.04432 1.36572 8.53298 0.0 0.0 0.0
C 4.30384 1.63646 7.25735 0.0 0.0 0.0
C 5.55299 2.32791 6.85816 0.1 0.0 0.0
O 5.79052 2.57162 5.68940 -0.1 0.0 0.1
H 7.40888 3.20786 7.60904 0.0 0.0 0.0
H 6.92774 2.70366 10.00391 0.0 0.0 0.0
H 3.14042 0.86138 8.84978 0.0 0.0 0.0
H 3.62555 1.36650 6.45681 0.0 0.0 0.0
C -3.79296 -3.07687 8.82940 0.0 0.0 0.0
C -3.19435 -2.32865 7.90738 0.0 0.0 0.0
C -3.97404 -1.65730 6.84049 -0.1 0.0 0.0
O -3.42879 -0.97460 5.99358 0.1 -0.1 0.0
C -5.44568 -1.84537 6.83579 0.0 0.0 0.0
C -6.04538 -2.59383 7.75773 0.0 0.0 0.0
C -5.26752 -3.26877 8.82859 0.0 0.0 0.0
O -5.81022 -3.94868 9.66890 0.0 0.0 0.0
H -3.24609 -3.57799 9.61778 0.0 0.0 0.0
H -2.12281 -2.17500 7.88955 0.0 0.0 0.0
H -5.99527 -1.34424 6.04662 0.0 0.0 0.0
H -7.11680 -2.74666 7.77495 0.0 0.0 0.0
C -1.67145 -9.13898 -5.80538 0.0 0.0 0.1
C -1.10654 -10.11983 -5.10592 0.0 0.0 0.0
C -0.56014 -11.32870 -5.77216 0.0 0.0 0.0
O -0.04674 -12.22165 -5.13429 0.0 0.0 0.0
C -0.66658 -11.40146 -7.25198 0.0 0.0 0.0
C -1.22945 -10.42117 -7.95303 0.0 0.0 0.0
C -1.77455 -9.21217 -7.28502 0.0 0.0 0.0
O -2.28091 -8.31505 -7.92467 0.0 0.0 0.0
H -2.07709 -8.25019 -5.33935 0.0 0.0 -0.1
H -1.01867 -10.08828 -4.02730 0.0 0.0 0.0
H -0.26156 -12.29118 -7.71696 0.0 0.0 0.0
H -1.31669 -10.45314 -9.03160 0.0 0.0 0.0